--- i ---
{
  "formula": "C2HBrN2O",
  "method": "wB97M-V/def2-TZVPD",
  "symbols": ["C", "C", "N", "N", "O", "Br", "H"],
  "coordinates": [[-0.33016, 0.32533, -0.00126], [-2.63302, -0.02012, -0.05855], [-1.51899, -0.42783, 0.01830], [-0.42433, 1.54260, -0.03086], [-1.50802, 2.15492, 0.02506], [-4.43708, -0.11774, -0.01728], [0.71359, -0.00505, 0.00852]],
  "e_homo_ev": [-8.5864, -8.5789]
}

--- ii ---
{
  "formula": "C2HBrN2O",
  "method": "wB97M-V/def2-TZVPD",
  "symbols": ["C", "C", "N", "N", "O", "Br", "H"],
  "coordinates": [[-0.35303, -0.48934, 0.97575], [-1.13911, -1.34228, 0.59093], [1.22164, -0.69179, -2.14354], [0.92014, -2.81286, -1.35104], [1.04579, -1.72553, -1.77732], [-2.32958, -2.62043, 0.18272], [0.23215, 0.28911, 1.40846]],
  "e_homo_ev": [-10.0352, -10.0351]
}

Which structure is most stable, and how do the rest compare? From most to least stable: i, ii.

--- i ---
{
  "formula": "CH3Cl3N2",
  "method": "wB97M-V/def2-TZVPD",
  "symbols": ["C", "N", "N", "Cl", "Cl", "Cl", "H", "H", "H"],
  "coordinates": [[-1.34132, -0.09473, -0.06152], [-0.47589, -0.21128, 0.88237], [0.62549, 0.30655, 1.06785], [-1.31350, -0.88364, 2.62720], [3.18804, 1.41780, -0.20503], [1.65587, -0.46420, 2.09020], [-2.33317, -0.38769, 0.10154], [-1.14034, 0.05829, -1.17904], [3.11378, 2.70663, -0.37597]],
  "e_homo_ev": [-8.9945, -8.9933]
}

--- ii ---
{
  "formula": "CH3Cl3N2",
  "method": "wB97M-V/def2-TZVPD",
  "symbols": ["C", "N", "Cl", "N", "Cl", "Cl", "H", "H", "H"],
  "coordinates": [[0.21132, -0.12520, -0.08020], [1.49579, -0.55198, 0.32181], [1.96794, -1.89097, -0.77082], [2.42084, 0.53047, 0.43584], [2.65580, 1.52117, -1.02772], [3.95978, -0.09947, 0.87078], [-0.13153, 0.57551, 0.56115], [0.31048, 0.49756, -0.95135], [-0.23041, -1.04041, -0.38336]],
  "e_homo_ev": -9.8692,
  "smiles": "CN(Cl)N(Cl)Cl"
}

Which structure is most stable, and how do the rest compare? From most to least stable: ii, i.

--- i ---
{
  "formula": "C5H9O",
  "method": "wB97M-V/def2-TZVPD",
  "symbols": ["C", "C", "C", "C", "C", "O", "H", "H", "H", "H", "H", "H", "H", "H", "H"],
  "coordinates": [[1.76750, 1.49337, -1.57446], [0.89973, 0.58831, -1.09251], [0.98431, -0.40820, 0.03393], [-0.02677, -0.15994, 1.16967], [-1.36377, -0.97847, 1.01476], [-2.24615, -0.41102, 0.15834], [2.78492, 1.66946, -1.25687], [1.30093, 2.04713, -2.38307], [-0.06417, 0.64070, -1.59489], [0.94786, -1.34957, -0.52527], [1.96486, -0.33304, 0.50729], [-0.44388, 0.83150, 1.04760], [0.47775, -0.32895, 2.12496], [-1.09277, -1.99902, 0.61475], [-1.83886, -0.96716, 2.03582]],
  "e_homo_ev": -2.1243,
  "smiles": "C=CCCC[O-]",
  "charge": -1
}

--- ii ---
{
  "formula": "C5H9O",
  "method": "wB97M-V/def2-TZVPD",
  "symbols": ["C", "O", "C", "C", "C", "C", "H", "H", "H", "H", "H", "H", "H", "H", "H"],
  "coordinates": [[1.33183, -0.21730, 0.15705], [4.24348, 0.43465, -0.00498], [-0.14747, -0.27582, -0.13887], [-1.14607, 0.35758, 0.63929], [-2.47749, 0.45591, 0.08144], [-3.12284, -0.55294, -0.51729], [1.91149, 0.05078, -0.72065], [5.00088, 0.51364, -0.59732], [-0.75216, -1.05859, 0.52697], [1.74301, -1.19192, 0.43981], [-0.39358, -0.44675, -1.19286], [1.55834, 0.47697, 0.95675], [-3.03303, 1.36396, 0.29441], [-2.73962, -1.56132, -0.57427], [-4.15913, -0.38264, -0.77578]],
  "e_homo_ev": -2.2728,
  "charge": -1
}

--- iii ---
{
  "formula": "C5H9O",
  "method": "wB97M-V/def2-TZVPD",
  "symbols": ["C", "C", "C", "C", "C", "O", "H", "H", "H", "H", "H", "H", "H", "H", "H"],
  "coordinates": [[0.36169, 2.08024, -1.79723], [0.38334, 0.73723, -1.96528], [0.29592, -0.21159, -0.82034], [0.01740, 0.14177, 0.60815], [-0.53358, -1.18952, 1.30052], [-0.46278, -1.28099, 2.62510], [-0.03708, 2.33092, -0.82818], [0.83275, 2.53677, -2.66508], [0.60031, 0.30927, -2.94316], [1.13328, -0.90711, -0.94628], [-0.48957, -0.95992, -1.16645], [0.88505, 0.37416, 1.23492], [-0.68026, 0.97730, 0.62225], [-0.06066, -1.99787, 0.70999], [-1.57948, -1.26519, 0.83283]],
  "e_homo_ev": -2.2479,
  "smiles": "C=CCCC[O-]",
  "charge": -1
}

--- iv ---
{
  "formula": "C5H9O",
  "method": "wB97M-V/def2-TZVPD",
  "symbols": ["C", "C", "C", "C", "C", "O", "H", "H", "H", "H", "H", "H", "H", "H", "H"],
  "coordinates": [[2.01107, 0.66331, 1.34084], [0.87120, 0.20518, 0.82947], [0.70524, -0.26457, -0.59072], [-0.73697, -0.39625, -1.10041], [-1.87967, -0.11793, -0.09955], [-3.09915, -0.31135, -0.62677], [2.89473, 0.85803, 0.75088], [1.97965, 0.94474, 2.39122], [0.08266, -0.07238, 1.50887], [1.28339, -1.19204, -0.69011], [1.16491, 0.43873, -1.27818], [-0.88148, 0.32641, -1.90770], [-0.95570, -1.34336, -1.58701], [-1.70390, 0.95847, 0.21255], [-1.73598, -0.69701, 0.84663]],
  "e_homo_ev": -2.1124,
  "smiles": "C=CCCC[O-]",
  "charge": -1
}

Which structure is most stable, and how do the rest compare? From most to least stable: iv, i, iii, ii.

--- i ---
{
  "formula": "C4H6N2",
  "method": "wB97M-V/def2-TZVPD",
  "symbols": ["C", "C", "C", "C", "N", "N", "H", "H", "H", "H", "H", "H"],
  "coordinates": [[-0.26251, 0.25780, -1.35799], [-0.18185, -0.74420, -0.46567], [0.20682, -1.29602, 1.73223], [-0.22951, 1.64635, -0.98809], [0.49157, 0.86068, 1.11917], [0.13057, -0.33194, 0.84776], [-0.09574, 0.12552, -2.33901], [-0.10909, -1.81951, -0.63005], [0.44298, -0.84344, 2.75420], [0.14321, -2.26065, 1.50791], [0.53007, 2.16637, -1.46885], [-1.06653, 2.23905, -0.71162]],
  "e_homo_ev": [-6.5594, -8.0971],
  "multiplicity": 3,
  "s_squared": 2.0679
}

--- ii ---
{
  "formula": "C4H6N2",
  "method": "wB97M-V/def2-TZVPD",
  "symbols": ["C", "C", "C", "C", "N", "N", "H", "H", "H", "H", "H", "H"],
  "coordinates": [[-0.51225, 0.66566, 0.14477], [-1.85188, 0.19922, -0.25633], [0.86130, 0.51282, -0.28259], [1.77291, -0.51289, 0.36145], [0.28689, 1.54370, 0.56464], [-2.25462, -0.93712, 0.09214], [-2.31572, 1.00292, -0.77214], [1.26563, 0.76024, -1.23483], [1.43495, -1.55323, 0.14665], [1.79647, -0.11878, 1.43331], [2.78854, -0.43376, 0.07102], [-3.27222, -1.12877, -0.26808]],
  "e_homo_ev": [-5.8680, -10.1268],
  "multiplicity": 3,
  "s_squared": 2.0165
}

Which structure is most stable, and how do the rest compare? From most to least stable: ii, i.

--- i ---
{
  "formula": "C2HO5",
  "method": "wB97M-V/def2-TZVPD",
  "symbols": ["C", "C", "O", "O", "O", "O", "O", "H"],
  "coordinates": [[2.05605, 0.51887, -0.18220], [-0.50019, -0.17337, 0.13730], [2.24837, -0.13073, -1.10833], [2.15216, 1.31802, 0.62601], [-1.10458, -1.30728, -0.55369], [-1.05359, -1.26372, 0.87860], [-1.51535, 0.79897, 0.16446], [-2.28287, 0.23923, 0.03784]],
  "e_homo_ev": -3.5702,
  "charge": -1
}

--- ii ---
{
  "formula": "C2HO5",
  "method": "wB97M-V/def2-TZVPD",
  "symbols": ["C", "C", "O", "O", "O", "O", "O", "H"],
  "coordinates": [[-0.77295, -1.05906, 0.12753], [-1.41547, 0.32460, 0.31470], [-1.27892, -2.14614, 0.21303], [0.53544, -0.86811, -0.09265], [-2.71912, 0.27821, -0.89952], [-2.74812, 0.36732, 0.54345], [-0.61957, 1.27287, 0.35548], [0.61395, 0.13067, -0.04466]],
  "e_homo_ev": -4.1957,
  "charge": -1
}

Which structure is most stable, and how do the rest compare? From most to least stable: ii, i.

--- i ---
{
  "formula": "C6H12N",
  "method": "wB97M-V/def2-TZVPD",
  "symbols": ["C", "C", "C", "C", "C", "C", "N", "H", "H", "H", "H", "H", "H", "H", "H", "H", "H", "H", "H"],
  "coordinates": [[-1.94930, -0.14011, -0.05279], [-2.49073, -1.20238, 0.42741], [0.21221, -0.70980, -0.12257], [-2.27664, 1.24716, -0.42140], [2.65911, -0.98719, -0.40527], [1.59531, 1.10575, 0.61082], [1.41142, -0.24114, -0.04788], [-3.63486, -1.27736, 0.46149], [-1.67066, -1.93713, 0.70437], [0.15402, -1.81196, -0.46714], [-3.28475, 1.53912, 0.08487], [-2.51454, 1.25588, -1.46602], [-1.55384, 2.08226, -0.33596], [3.39414, -0.48063, 0.25769], [2.51153, -2.08228, -0.19747], [2.87000, -0.60377, -1.43463], [2.19762, 1.03014, 1.61017], [1.83800, 1.91929, -0.06991], [0.53196, 1.29415, 0.86422]],
  "e_homo_ev": -14.4934,
  "charge": 1
}

--- ii ---
{
  "formula": "C6H12N",
  "method": "wB97M-V/def2-TZVPD",
  "symbols": ["C", "C", "C", "C", "C", "N", "C", "H", "H", "H", "H", "H", "H", "H", "H", "H", "H", "H", "H"],
  "coordinates": [[-2.05001, 0.90942, 1.67805], [-1.02903, 0.28387, 0.79852], [-0.72260, -0.91843, 0.34333], [0.62124, -0.32237, -0.50398], [0.62506, -0.50822, -2.03954], [1.87973, -0.82111, 0.11211], [0.07346, 0.98512, 0.15142], [-1.72273, 1.84035, 2.04631], [-2.23074, 0.34809, 2.53263], [-2.81068, 1.25796, 0.90794], [-1.14799, -1.96175, 0.33630], [0.01451, 0.21852, -2.48270], [0.10786, -1.46470, -2.30498], [1.61563, -0.33960, -2.50014], [2.59220, -0.24664, -0.27790], [1.88773, -1.69516, -0.25584], [1.84358, -0.88802, 1.15578], [-0.24247, 1.75153, -0.48077], [0.69525, 1.57113, 0.78346]],
  "e_homo_ev": -13.6295,
  "smiles": "CC1=C[C@](C)([NH3+])C1",
  "charge": 1
}

Which structure is most stable, and how do the rest compare? From most to least stable: ii, i.

--- i ---
{
  "formula": "C6H12N",
  "method": "wB97M-V/def2-TZVPD",
  "symbols": ["C", "C", "C", "C", "C", "N", "C", "H", "H", "H", "H", "H", "H", "H", "H", "H", "H", "H", "H"],
  "coordinates": [[-2.67476, -0.52325, -1.08597], [-2.16457, -0.19396, 0.08208], [-2.91522, 0.19636, 1.29581], [-0.36881, -0.19528, 0.01246], [0.83062, 0.48862, 0.02668], [2.02632, -0.23668, -0.24342], [3.19327, -0.36600, 0.60205], [-3.66781, -1.00720, -1.15362], [-2.14234, -0.69330, -2.01342], [-2.45556, -0.35729, 2.13772], [-3.90351, -0.17560, 1.28092], [-2.93085, 1.33248, 1.49386], [-0.30940, -1.22414, -0.19682], [0.88884, 1.53384, 0.24403], [1.92812, -1.21311, -0.63679], [2.26368, 0.21122, -1.21126], [4.13434, -0.52970, 0.11380], [3.38872, 0.53556, 1.28972], [3.18892, -1.27075, 1.38576]],
  "e_homo_ev": -13.1711,
  "smiles": "C=C(C)/C=C/[NH2+]C",
  "charge": 1
}

--- ii ---
{
  "formula": "C6H12N",
  "method": "wB97M-V/def2-TZVPD",
  "symbols": ["C", "C", "C", "C", "C", "C", "N", "H", "H", "H", "H", "H", "H", "H", "H", "H", "H", "H", "H"],
  "coordinates": [[0.61533, -1.39227, -1.35141], [1.61646, -0.46361, -1.12286], [1.14837, 0.62772, -0.29512], [-0.28008, 0.16073, 1.67796], [-0.72363, -0.88413, -0.67140], [-0.27916, 0.37742, 0.11431], [-0.92637, 1.56731, -0.32544], [0.85141, -2.56114, -1.42966], [2.03000, 0.94853, 0.38903], [2.44769, -0.56002, -1.67381], [1.38558, 1.67057, -0.84409], [0.36849, -0.58355, 2.06490], [-1.29761, 0.02596, 1.89808], [0.06290, 1.00704, 2.05693], [-1.42744, -0.58349, -1.34912], [0.30269, -1.26616, -2.42912], [-1.11971, -1.58722, -0.06102], [-1.89375, 1.45475, -0.51900], [-0.68582, 2.46404, 0.04544]],
  "e_homo_ev": -13.2828,
  "charge": 1
}

--- iii ---
{
  "formula": "C6H12N",
  "method": "wB97M-V/def2-TZVPD",
  "symbols": ["C", "C", "C", "C", "C", "C", "N", "H", "H", "H", "H", "H", "H", "H", "H", "H", "H", "H", "H"],
  "coordinates": [[-3.67229, 0.30358, -0.14651], [-2.43713, -0.29643, -0.26100], [0.04581, -0.41249, 0.15523], [-1.27051, 0.33885, 0.21634], [2.43077, -1.11124, -0.03630], [1.79371, 1.35414, 0.23621], [1.46964, -0.13889, 0.36057], [-4.57395, -0.24949, -0.41575], [-3.74414, 1.28204, 0.17907], [-2.29831, -1.29060, -0.73955], [-0.14433, -1.42093, 0.74458], [0.04074, -0.88041, -0.89613], [-1.24706, 1.24033, 0.67025], [2.51192, -0.76464, -1.06482], [3.44077, -0.98767, 0.34013], [1.86928, -2.08363, 0.08891], [2.74696, 1.25289, -0.21378], [1.08705, 1.89338, -0.34039], [1.95109, 1.97122, 1.12296]],
  "e_homo_ev": [-11.8910, -13.6688],
  "charge": 1
}

--- iv ---
{
  "formula": "C6H12N",
  "method": "wB97M-V/def2-TZVPD",
  "symbols": ["C", "C", "C", "C", "C", "C", "N", "H", "H", "H", "H", "H", "H", "H", "H", "H", "H", "H", "H"],
  "coordinates": [[0.00260, -1.52085, -0.05724], [-1.06539, -0.69951, 0.63754], [1.07301, -0.70245, 0.62713], [-2.29060, -0.36071, -0.17776], [2.30265, -0.35147, -0.17552], [-0.00177, 1.59983, 0.15136], [0.00089, 0.41326, 0.91567], [-0.00587, -1.82638, -1.09196], [-1.34736, -1.08680, 1.62041], [1.35037, -1.09301, 1.60917], [-2.04489, -0.07469, -1.19774], [-2.84183, 0.45158, 0.29133], [-2.94575, -1.22804, -0.20968], [2.91202, 0.37246, 0.36774], [2.05436, 0.05139, -1.15706], [2.90548, -1.25013, -0.30904], [-0.23470, 1.50545, -0.91399], [-0.77586, 2.23933, 0.58910], [0.97224, 2.07989, 0.25145]],
  "e_homo_ev": [-14.0220, -15.1690],
  "charge": 1
}

Which structure is most stable, and how do the rest compare? From most to least stable: ii, iv, i, iii.

--- i ---
{
  "formula": "C3H14N2O2",
  "method": "wB97M-V/def2-TZVPD",
  "symbols": ["C", "N", "C", "C", "N", "H", "H", "H", "H", "H", "H", "H", "H", "H", "H", "O", "H", "H", "O", "H", "H"],
  "coordinates": [[-1.45721, 1.84822, 0.08002], [-0.70415, 0.66076, -0.31451], [0.51779, 0.45712, 0.50262], [1.31688, -0.68456, -0.07040], [1.27306, -1.91927, 0.77688], [-1.60259, 1.86554, 1.16738], [-0.93373, 2.75849, -0.21232], [-2.43377, 1.87570, -0.40335], [-1.30275, -0.15732, -0.28068], [0.18227, 0.14140, 1.50108], [1.00329, 1.42629, 0.56841], [2.31218, -0.45590, -0.46199], [0.94827, -1.03101, -1.04799], [2.02066, -1.82709, 1.46383], [1.56985, -2.70037, 0.21811], [0.98522, 1.36794, -2.69595], [0.21377, 1.55538, -3.25580], [0.57053, 0.98262, -1.92497], [-1.71875, -1.74442, 1.34677], [-0.74450, -1.82932, 1.28531], [-2.01634, -2.59019, 1.75754]],
  "e_homo_ev": -8.9365,
  "smiles": "CNCCN.O.O"
}

--- ii ---
{
  "formula": "C3H14N2O2",
  "method": "wB97M-V/def2-TZVPD",
  "symbols": ["N", "C", "C", "C", "N", "H", "H", "H", "H", "H", "H", "H", "H", "H", "H", "O", "H", "H", "O", "H", "H"],
  "coordinates": [[0.59311, -1.50816, 2.09245], [-0.26824, -0.39627, 1.49824], [-0.12232, -0.42421, -0.14467], [-1.55214, -0.46714, -0.74391], [-1.81184, 0.27352, -1.99444], [0.07061, -2.32985, 2.07055], [1.69524, -1.41533, 1.84970], [-1.25830, -0.61273, 1.86382], [0.07135, 0.59293, 1.90748], [0.60680, -1.07767, -0.48238], [0.40002, 0.55254, -0.27022], [-1.82139, -1.43320, -0.92400], [-2.11294, 0.02466, 0.09832], [-2.59770, 0.86796, -1.94640], [-1.85071, -0.43698, -2.68438], [3.02890, 0.54501, 1.53195], [2.11405, 0.42728, 1.94363], [2.89968, 0.36738, 0.58142], [0.83966, 1.94550, -1.75735], [-0.04520, 1.80444, -2.14829], [1.12136, 2.70031, -2.34150]],
  "e_homo_ev": -8.5791,
  "smiles": "NCCCN.O.O"
}

Which structure is most stable, and how do the rest compare? From most to least stable: i, ii.